# 1
{
  "formula": "C6H9N",
  "method": "ωB97M-V/def2-TZVPD",
  "elements": ["C", "C", "C", "C", "N", "C", "C", "H", "H", "H", "H", "H", "H", "H", "H", "H"],
  "xyz": [[0.030, 1.431, -1.309], [-0.116, 1.260, 0.192], [-0.089, -0.213, 0.563], [0.091, -1.726, -0.524], [-0.010, -1.719, -1.815], [-0.483, -0.774, 1.833], [0.843, -0.457, 1.636], [0.509, 0.501, -1.765], [0.686, 2.348, -1.613], [-1.038, 1.290, -1.597], [-1.003, 1.818, 0.478], [0.800, 1.747, 0.589], [0.256, -2.542, 0.208], [-0.962, -1.468, -1.011], [-1.256, -0.452, 2.547], [1.743, -1.046, 1.589]],
  "atomic_forces_ev_per_a": [[0.575, -0.976, -1.303], [1.304, 0.195, -1.152], [0.205, -1.407, -2.478], [0.078, 2.951, -0.576], [-0.359, -0.832, 2.271], [1.950, 3.324, 2.217], [-2.179, -3.807, 1.153], [-0.300, 1.492, 0.597], [-1.985, -1.411, 0.295], [0.864, 1.085, -1.104], [-0.039, -0.122, 0.626], [-0.661, -0.359, 0.659], [0.378, -0.091, -0.078], [-0.807, 0.353, -1.558], [0.166, -1.262, -0.286], [0.808, 0.867, 0.715]],
  "mulliken_charge": [-1.002, -0.279, 0.215, -0.037, -0.645, -0.258, -0.681, 0.340, 0.286, 0.232, 0.297, 0.342, 0.336, 0.295, 0.271, 0.290],
  "homo_energy_ev": -7.83,
  "lumo_ha": -0.0145,
  "orbital_gap_ev": 7.434,
  "spin_multiplicity": 1,
  "relative_energy_kcal_mol": 221.0
}

---

# 2
{
  "formula": "C38H35ClN2ScSi2",
  "method": "ωB97M-V/def2-TZVPD",
  "elements": ["C", "C", "C", "H", "C", "C", "H", "H", "H", "H", "Sc", "Si", "C", "C", "H", "C", "H", "C", "H", "C", "H", "C", "H", "C", "C", "H", "C", "H", "C", "H", "C", "H", "C", "H", "H", "Si", "C", "C", "H", "C", "H", "C", "H", "C", "H", "C", "H", "C", "C", "H", "C", "H", "C", "H", "C", "H", "C", "H", "H", "Cl", "N", "C", "C", "C", "C", "C", "C", "C", "C", "N", "C", "H", "H", "H", "H", "H", "H", "H", "H"],
  "xyz": [[1.397, 0.345, -1.226], [0.564, -0.372, -2.146], [-0.539, 0.464, -2.504], [0.777, -1.359, -2.582], [-0.383, 1.717, -1.819], [0.809, 1.639, -1.014], [1.251, 2.480, -0.468], [2.359, -0.004, -0.833], [-1.291, 0.237, -3.276], [-0.960, 2.630, -2.041], [-0.623, 0.159, -0.008], [-6.297, -0.584, -2.301], [-7.277, -2.181, -1.847], [-8.228, -2.070, -0.809], [-8.288, -1.155, -0.194], [-9.128, -3.144, -0.520], [-9.855, -3.057, 0.308], [-9.078, -4.348, -1.238], [-9.813, -5.171, -1.015], [-8.052, -4.470, -2.223], [-7.942, -5.443, -2.718], [-7.141, -3.425, -2.537], [-6.352, -3.572, -3.315], [-7.807, 0.570, -2.131], [-8.984, 0.325, -2.877], [-9.070, -0.554, -3.529], [-10.065, 1.236, -2.857], [-10.971, 1.011, -3.452], [-9.973, 2.464, -2.160], [-10.756, 3.251, -2.281], [-8.823, 2.687, -1.372], [-8.737, 3.656, -0.849], [-7.782, 1.739, -1.329], [-6.912, 1.948, -0.682], [-6.007, -0.762, -3.708], [-5.545, -0.862, 0.796], [-4.706, 0.493, -0.248], [-4.365, 0.428, -1.658], [-4.007, -0.525, -2.147], [-4.243, 1.612, -2.453], [-4.139, 1.509, -3.534], [-4.229, 2.869, -1.887], [-4.135, 3.776, -2.495], [-4.293, 2.928, -0.485], [-4.114, 3.864, 0.032], [-4.526, 1.785, 0.299], [-4.513, 1.885, 1.383], [-4.460, -2.282, 0.132], [-3.312, -2.245, -0.701], [-2.854, -1.284, -0.960], [-2.771, -3.380, -1.337], [-1.890, -3.279, -1.962], [-3.361, -4.611, -1.150], [-2.922, -5.541, -1.525], [-4.538, -4.671, -0.393], [-5.070, -5.613, -0.264], [-5.030, -3.551, 0.277], [-5.912, -3.677, 0.893], [-5.341, -0.732, 2.262], [-2.090, 0.579, 1.872], [0.031, -1.960, 0.431], [1.086, -1.921, 1.448], [1.806, -3.042, 1.836], [2.780, -2.909, 2.853], [2.973, -1.688, 3.507], [2.307, -0.500, 3.096], [2.513, 0.796, 3.622], [1.795, 1.875, 3.117], [0.867, 1.656, 2.092], [0.795, 0.455, 1.509], [1.409, -0.669, 2.022], [0.454, -2.329, -0.446], [-0.729, -2.610, 0.702], [1.615, -3.998, 1.324], [3.396, -3.772, 3.117], [3.667, -1.604, 4.349], [3.254, 0.899, 4.428], [1.935, 2.880, 3.502], [0.136, 2.423, 1.776]],
  "atomic_forces_ev_per_a": [[-0.141, 0.379, -1.000], [0.172, 0.689, 0.129], [0.385, 0.265, 0.255], [-0.183, 0.500, 0.389], [0.722, -0.073, -0.475], [0.147, 0.202, -1.636], [-0.277, -0.575, -0.187], [-0.587, 0.165, -0.033], [0.356, 0.107, 0.717], [0.174, -0.732, 0.524], [-2.316, -0.645, 0.628], [-2.322, 0.151, 0.673], [0.930, -0.770, 0.421], [-0.787, -1.027, 0.103], [0.026, -0.649, -0.566], [0.419, 0.435, -0.051], [0.452, 0.174, -0.589], [0.793, 0.428, -0.376], [1.078, 0.924, -0.373], [-0.053, -0.113, 0.128], [-0.045, 0.496, 0.018], [-0.768, 0.118, 0.579], [-0.833, 0.120, 0.794], [0.212, 1.454, 0.318], [-0.168, 0.507, 0.022], [0.070, 0.271, 0.398], [0.216, 0.224, -0.121], [0.712, 0.154, 0.403], [0.446, -0.485, -0.134], [0.717, -0.898, 0.308], [-0.338, 0.123, -0.362], [0.057, -0.765, -0.146], [-0.104, 0.186, -0.272], [-0.561, -0.140, -0.501], [0.607, 0.045, -0.612], [0.734, 0.494, -1.186], [0.529, -0.238, 0.664], [-1.920, -1.406, -0.857], [-0.226, 1.000, 0.589], [0.088, 0.672, -0.275], [0.040, -0.046, 0.183], [-0.007, -0.612, -0.719], [-0.027, -0.467, 0.255], [-0.058, -1.126, 1.471], [-0.124, 0.042, -0.075], [0.001, 1.729, -0.637], [-0.246, 0.091, -0.243], [0.432, -0.696, -0.433], [-0.225, -0.188, 0.066], [0.052, -0.215, 0.342], [-0.016, 0.738, 0.574], [0.033, 0.013, -0.022], [-0.615, -0.696, 0.336], [-0.228, 0.458, -0.194], [0.244, -0.100, 0.546], [0.243, 0.093, -0.070], [0.280, -0.605, -0.543], [-0.127, 0.051, -0.067], [0.451, 0.285, 0.006], [0.241, -0.220, -0.700], [0.585, -0.786, -0.394], [0.614, -0.685, 0.214], [-0.486, 0.639, -0.448], [0.267, 0.772, 0.531], [0.287, -0.545, 0.028], [-0.024, -1.237, -0.386], [-0.085, 0.413, -0.159], [0.502, -0.427, 0.670], [0.360, -1.274, -0.167], [-0.099, 0.295, 1.473], [-0.483, 1.815, -0.295], [-0.593, 0.160, 0.832], [0.420, 0.458, -0.131], [0.160, 0.458, 0.481], [-0.342, 0.315, 0.068], [-0.123, -0.219, -0.389], [-0.429, 0.169, -0.398], [-0.065, -0.187, 0.100], [0.776, -0.430, -0.014]],
  "mulliken_charge": [-0.441, -0.805, -0.269, 0.612, -0.309, -0.875, 0.739, 0.513, 0.546, 0.562, -0.101, 0.842, 0.222, 0.015, 0.464, -0.717, 0.375, -0.450, 0.356, -0.564, 0.379, -0.548, 0.342, 0.193, -0.357, 0.312, -0.634, 0.350, -0.452, 0.350, -0.756, 0.366, 0.234, 0.259, -0.406, 0.182, 1.189, -0.010, 0.417, -0.662, 0.461, -0.779, 0.466, -0.653, 0.489, -1.344, 0.480, 0.230, 1.284, -0.552, -0.600, 0.508, -0.775, 0.407, -0.595, 0.448, -0.694, 0.364, -0.304, -0.442, -0.162, 0.383, -0.387, -0.981, -0.709, 0.167, -0.536, -1.132, 0.033, 0.362, 0.546, 0.413, 0.410, 0.481, 0.397, 0.405, 0.423, 0.421, 0.608],
  "homo_energy_ev": [-8.19, -8.19],
  "lumo_ha": [-0.1396, -0.1396],
  "orbital_gap_ev": [4.390, 4.395],
  "total_charge": 1,
  "spin_multiplicity": 1,
  "relative_energy_kcal_mol": 105.9
}

---

# 3
{
  "formula": "CrN7O21",
  "method": "ωB97M-V/def2-TZVPD",
  "elements": ["Cr", "N", "O", "O", "O", "N", "O", "O", "O", "N", "O", "O", "O", "N", "O", "O", "O", "N", "O", "O", "O", "N", "O", "O", "O", "N", "O", "O", "O"],
  "xyz": [[0.229, 0.059, 0.696], [2.024, 0.843, -2.250], [2.723, 1.887, -2.177], [2.401, -0.008, -3.059], [1.065, 0.468, -1.588], [1.915, 2.762, 1.602], [2.519, 3.254, 0.643], [2.095, 3.226, 2.636], [1.368, 1.771, 1.488], [-0.874, -1.537, 2.958], [-0.413, -0.466, 3.146], [-1.223, -2.377, 3.796], [-0.518, -2.009, 1.887], [-2.772, 1.524, -2.933], [-2.467, 2.355, -2.062], [-2.089, 0.592, -3.067], [-3.399, 1.955, -3.910], [2.805, -1.919, 1.169], [2.730, -2.966, 0.545], [1.986, -0.958, 0.901], [3.696, -1.843, 1.960], [-0.499, -2.519, -1.810], [-0.563, -1.773, -0.886], [-0.489, -2.149, -2.993], [-0.431, -3.732, -1.626], [-3.001, 1.010, 1.286], [-1.761, 1.148, 0.948], [-3.405, 0.733, 2.399], [-3.650, 0.670, 0.299]],
  "atomic_forces_ev_per_a": [[-0.681, -0.739, -0.344], [1.857, -1.413, -0.921], [-1.355, 0.564, 0.851], [1.204, -0.953, -2.135], [-1.306, 1.904, 2.171], [4.916, 3.152, -5.411], [0.478, 1.420, -2.366], [0.587, 4.477, 9.426], [-6.006, -8.693, -1.177], [3.676, -4.376, -1.261], [-0.278, 5.840, 3.172], [-2.234, 0.192, 2.608], [-1.181, -1.301, -4.127], [3.074, 5.054, -0.312], [-1.325, 1.084, 2.255], [1.635, -6.099, -0.022], [-3.931, 0.604, -2.506], [-2.564, -0.532, -2.779], [-1.013, -0.884, -1.178], [1.779, -0.551, 0.942], [2.255, 2.076, 3.154], [0.412, -0.832, -3.026], [-0.339, 2.524, 2.727], [-0.159, 0.934, -0.757], [-0.044, -3.037, 0.987], [2.473, -4.927, -4.207], [0.911, 1.623, 2.169], [-0.163, 1.679, 2.462], [-2.679, 1.210, -0.395]],
  "mulliken_spin": [3.909, 0.005, 0.002, 0.004, 0.001, 0.008, 0.004, 0.004, 0.016, -0.022, 0.016, 0.002, 0.014, 0.000, 0.000, 0.001, 0.000, 0.004, 0.009, 0.006, 0.004, 0.005, 0.000, 0.002, 0.001, -0.002, 0.004, 0.002, 0.003],
  "homo_energy_ev": [5.77, 5.77],
  "lumo_ha": [0.4159, 0.4159],
  "orbital_gap_ev": [5.545, 5.550],
  "total_charge": -5,
  "spin_multiplicity": 5
}

---

# 4
{
  "formula": "C10H13N4O3PtS",
  "method": "ωB97M-V/def2-TZVPD",
  "elements": ["Pt", "O", "N", "N", "O", "C", "C", "C", "C", "C", "C", "H", "H", "H", "H", "H", "O", "C", "N", "C", "C", "N", "C", "S", "H", "H", "H", "H", "H", "H", "H", "H"],
  "xyz": [[0.127, -0.323, 0.364], [0.072, 0.070, 2.384], [1.199, -0.008, 2.964], [2.186, -0.319, 2.217], [2.114, -0.546, 0.912], [3.474, -0.425, 2.816], [4.544, -0.759, 1.998], [5.811, -0.869, 2.553], [6.012, -0.650, 3.906], [4.930, -0.317, 4.712], [3.659, -0.202, 4.177], [4.362, -0.925, 0.947], [6.647, -1.130, 1.915], [7.003, -0.738, 4.334], [5.076, -0.143, 5.771], [2.814, 0.057, 4.796], [0.488, -0.704, -1.525], [-4.492, -1.756, 0.967], [-4.004, -1.866, -0.383], [-4.133, -3.170, -1.018], [-3.136, -3.043, -2.173], [-2.221, -1.977, -1.776], [-2.746, -1.375, -0.774], [-2.102, 0.039, 0.039], [-5.576, -1.898, 0.976], [-4.257, -0.773, 1.363], [-4.041, -2.510, 1.631], [-5.161, -3.361, -1.337], [-3.838, -3.967, -0.316], [-3.644, -2.759, -3.102], [-2.593, -3.970, -2.367], [-0.306, -1.130, -1.879]],
  "atomic_forces_ev_per_a": [[-0.029, 0.024, -0.243], [-0.053, 0.023, 0.113], [-0.029, -0.004, 0.064], [0.061, -0.007, -0.030], [0.023, 0.005, -0.010], [0.039, 0.004, 0.014], [-0.005, 0.001, 0.004], [0.000, 0.000, 0.005], [0.007, -0.001, 0.000], [0.001, 0.001, -0.001], [-0.002, -0.001, -0.002], [-0.005, 0.001, -0.004], [-0.001, 0.000, -0.002], [-0.001, 0.000, 0.000], [-0.002, 0.000, 0.000], [-0.002, -0.001, -0.003], [-0.066, -0.070, 0.056], [0.004, 0.005, 0.090], [-0.113, -0.065, -0.116], [-0.020, 0.047, 0.022], [0.007, -0.038, -0.038], [0.072, -0.088, -0.045], [0.073, 0.167, 0.071], [-0.034, -0.050, 0.075], [0.006, 0.000, -0.001], [-0.004, 0.004, 0.000], [0.009, -0.002, -0.011], [0.012, -0.014, -0.009], [0.014, 0.026, 0.016], [0.002, 0.017, -0.002], [-0.021, -0.012, -0.003], [0.054, 0.029, -0.012]],
  "mulliken_charge": [0.489, -0.505, -0.119, 0.778, -0.694, 0.200, -0.458, -0.391, -0.481, -0.409, -0.306, 0.453, 0.339, 0.360, 0.347, 0.419, -0.824, -1.034, -0.048, -0.572, -0.618, -0.467, 0.358, -0.507, 0.289, 0.359, 0.347, 0.323, 0.302, 0.246, 0.335, 0.488],
  "homo_energy_ev": -3.91,
  "lumo_ha": 0.1046,
  "orbital_gap_ev": 6.759,
  "total_charge": -1,
  "spin_multiplicity": 1,
  "relative_energy_kcal_mol": 0.0
}

---

# 5
{
  "formula": "C5H8N",
  "method": "ωB97M-V/def2-TZVPD",
  "elements": ["C", "C", "C", "C", "C", "N", "H", "H", "H", "H", "H", "H", "H", "H"],
  "xyz": [[-2.580, -0.816, 0.004], [-0.310, 1.639, -0.308], [-1.118, 1.180, 0.716], [-0.238, 0.101, -0.075], [3.337, -1.379, -0.142], [-1.609, -0.045, 0.123], [-2.502, -1.765, -0.510], [-3.510, -0.303, 0.241], [-0.642, 1.914, -1.271], [0.541, 2.304, -0.057], [-1.392, 1.383, 1.825], [3.402, -0.393, -0.622], [2.618, -2.103, -0.597], [4.003, -1.717, 0.673]],
  "atomic_forces_ev_per_a": [[-1.962, 0.101, -0.504], [2.979, 1.710, -1.198], [-3.038, -1.659, 3.484], [0.418, 0.476, 0.600], [-0.725, -0.506, -0.353], [2.070, 1.308, 0.015], [0.106, -0.101, 0.276], [-0.249, -0.820, 0.221], [-0.779, 0.068, -1.073], [-0.394, -0.880, 0.273], [1.056, -0.274, -2.089], [0.209, -0.575, 0.480], [0.857, 0.687, 0.558], [-0.548, 0.465, -0.691]],
  "mulliken_charge": [-0.139, -0.387, -0.059, -0.112, -0.764, 0.172, 0.297, 0.283, 0.251, 0.256, 0.335, 0.298, 0.281, 0.290],
  "homo_energy_ev": [-14.84, -11.75],
  "lumo_ha": [-0.1633, -0.2716],
  "orbital_gap_ev": [10.394, 4.354],
  "total_charge": 1,
  "spin_multiplicity": 1,
  "relative_energy_kcal_mol": 211.4
}

---

# 6
{
  "formula": "C20H19N3O2S",
  "method": "ωB97M-V/def2-TZVPD",
  "elements": ["O", "C", "N", "C", "C", "C", "C", "C", "O", "N", "C", "S", "C", "C", "C", "C", "C", "N", "C", "C", "C", "C", "C", "C", "C", "C", "H", "H", "H", "H", "H", "H", "H", "H", "H", "H", "H", "H", "H", "H", "H", "H", "H", "H", "H"],
  "xyz": [[1.392, 2.020, 1.301], [1.992, 1.035, 0.920], [3.353, 1.064, 0.737], [4.195, -0.086, 0.505], [5.482, 0.332, -0.133], [5.732, 1.128, -1.213], [7.140, 1.160, -1.356], [7.635, 0.382, -0.356], [6.640, -0.124, 0.389], [3.487, -1.000, -0.381], [2.163, -1.186, -0.088], [1.252, -2.585, -0.540], [-0.197, -1.879, 0.149], [0.035, -0.658, 0.688], [1.396, -0.244, 0.552], [-1.059, 0.140, 1.318], [-2.321, -0.726, 1.466], [-2.600, -1.572, 0.315], [-2.885, -0.820, -0.901], [-4.076, 0.078, -0.710], [-5.279, -0.460, -0.266], [-6.384, 0.349, -0.081], [-6.302, 1.707, -0.342], [-5.109, 2.250, -0.785], [-4.001, 1.439, -0.965], [-1.537, -2.544, 0.132], [3.814, 1.929, 0.978], [4.440, -0.589, 1.471], [5.004, 1.623, -1.821], [7.699, 1.689, -2.100], [8.637, 0.120, -0.079], [4.014, -1.804, -0.689], [-1.260, 1.020, 0.701], [-0.735, 0.511, 2.291], [-2.205, -1.393, 2.325], [-3.191, -0.091, 1.641], [-2.022, -0.229, -1.246], [-3.119, -1.554, -1.681], [-5.331, -1.518, -0.058], [-7.313, -0.079, 0.266], [-7.166, 2.340, -0.199], [-5.038, 3.309, -0.988], [-3.071, 1.871, -1.309], [-1.605, -3.275, 0.948], [-1.694, -3.082, -0.807]],
  "atomic_forces_ev_per_a": [[-0.270, 0.200, 0.123], [0.237, -0.148, -0.071], [0.312, 0.315, -0.190], [0.351, -0.374, 0.368], [-0.375, 0.541, -0.525], [-0.250, -0.370, 0.542], [0.302, -0.282, 0.345], [0.287, 0.433, -0.631], [-0.128, -0.287, 0.418], [0.128, -0.047, -0.188], [-0.326, -0.027, 0.124], [-0.105, 0.426, 0.211], [0.334, 0.140, -0.021], [-0.091, -0.223, -0.118], [0.200, -0.423, -0.109], [-0.239, -0.119, -0.026], [0.075, 0.177, 0.180], [-0.144, -0.147, -0.145], [0.042, -0.087, -0.026], [0.027, 0.060, -0.088], [0.013, 0.018, -0.027], [-0.060, -0.076, 0.023], [-0.042, 0.117, 0.002], [-0.081, 0.122, -0.004], [0.048, -0.103, -0.015], [-0.094, -0.262, 0.112], [-0.081, -0.042, 0.003], [-0.100, 0.108, -0.330], [-0.224, 0.085, -0.103], [0.191, 0.087, -0.124], [0.094, -0.095, 0.121], [0.018, 0.088, 0.069], [0.014, 0.070, 0.064], [-0.049, 0.075, -0.025], [-0.033, 0.051, 0.032], [0.063, -0.049, 0.105], [-0.064, -0.010, -0.039], [0.105, 0.074, 0.008], [-0.009, -0.126, 0.041], [-0.072, -0.037, 0.023], [-0.064, 0.049, 0.013], [0.001, 0.082, -0.011], [0.112, 0.015, -0.019], [0.003, -0.002, -0.134], [-0.055, 0.002, 0.040]],
  "mulliken_charge": [-0.714, 0.624, -0.153, 0.692, -0.358, -0.426, -0.563, -0.391, -0.377, -0.236, 0.057, -0.413, 0.849, -0.033, -0.482, -0.205, -1.404, 0.011, -0.829, 0.294, -0.162, -0.605, -0.357, -0.676, -0.343, -1.092, 0.295, 0.048, 0.541, 0.440, 0.478, 0.268, 0.180, 0.579, 0.468, 0.379, 0.453, 0.449, 0.384, 0.385, 0.379, 0.377, 0.348, 0.368, 0.472],
  "homo_energy_ev": -7.82,
  "lumo_ha": 0.0171,
  "orbital_gap_ev": 8.281,
  "spin_multiplicity": 1,
  "relative_energy_kcal_mol": 9.7
}